a:
{
  "formula": "C6H9NO",
  "method": "wB97M-V/def2-TZVPD",
  "elements": ["C", "C", "C", "C", "C", "C", "N", "O", "H", "H", "H", "H", "H", "H", "H", "H", "H"],
  "positions_angstrom": [[-1.02544, -1.55074, -0.20008], [-0.90054, -0.30776, 0.33193], [0.40595, 0.05122, 0.66013], [1.71392, -0.38060, 0.46213], [-1.99571, 0.65450, 0.48607], [2.37907, 0.28713, -0.73361], [0.47931, 1.71310, 1.58039], [2.22621, -1.28006, 1.09806], [-1.98011, -1.89927, -0.44952], [-0.17790, -2.25761, -0.37854], [-2.31822, 0.88672, -0.52485], [-2.83925, 0.12076, 0.95014], [-1.67606, 1.65146, 0.84257], [2.80930, -0.45655, -1.41161], [1.57811, 0.88338, -1.23489], [3.31376, 0.89440, -0.58548], [1.49130, 1.74769, 1.79979]],
  "gap_ev": [7.68, 9.31]
}


b:
{
  "formula": "C6H9NO",
  "method": "wB97M-V/def2-TZVPD",
  "elements": ["C", "C", "C", "C", "C", "C", "N", "O", "H", "H", "H", "H", "H", "H", "H", "H", "H"],
  "positions_angstrom": [[1.10312, -1.14441, -1.08878], [1.91142, -0.69489, -0.15970], [0.45296, -1.44623, -2.15145], [-0.19249, 0.55967, 0.70905], [-1.31454, 0.39882, 1.74385], [-0.49149, 1.36525, -0.44956], [0.86453, -0.05403, 0.89249], [3.02581, -0.82443, 0.30075], [0.53835, -0.88018, -3.07780], [-0.29587, -2.23921, -2.24388], [-1.00015, 0.23194, 2.82831], [-1.79950, -0.59887, 1.39933], [-2.03776, 1.15678, 1.76489], [-1.21268, 2.04385, -0.16752], [-0.87074, 0.75918, -1.21850], [0.35408, 1.90357, -0.79198], [0.96495, -0.53679, 1.71049]],
  "gap_ev": 7.66
}


Which structure wins on stability? b wins.


a:
{
  "formula": "C6H9NO",
  "method": "wB97M-V/def2-TZVPD",
  "elements": ["N", "C", "C", "C", "C", "C", "O", "C", "H", "H", "H", "H", "H", "H", "H", "H", "H"],
  "positions_angstrom": [[0.27928, 1.26691, -2.27039], [-0.61614, 0.84089, -1.28538], [-0.83962, -0.69857, -1.19671], [-0.08325, -1.24743, -0.18669], [0.43464, -0.22747, 0.53336], [1.06323, -0.65209, 1.81862], [-0.11617, -1.19520, 2.69425], [-0.01436, 0.94607, 0.10587], [-0.08598, 2.30498, -2.54586], [1.37628, 1.09561, -1.91272], [-1.48851, 1.45316, -1.32330], [-1.72249, -1.17891, -1.79563], [-0.37039, -2.09242, 0.45246], [1.68028, 0.11269, 2.49457], [1.53732, -1.75214, 1.64943], [-1.18912, -0.83279, 2.27189], [0.15500, 1.85671, 0.49623]],
  "gap_ev": 8.46,
  "smiles": "N[C@H]1C=CC(CO)=C1"
}


b:
{
  "formula": "C6H9NO",
  "method": "wB97M-V/def2-TZVPD",
  "elements": ["C", "C", "C", "C", "C", "C", "O", "N", "H", "H", "H", "H", "H", "H", "H", "H", "H"],
  "positions_angstrom": [[-1.52750, -1.54766, 0.17925], [1.23628, 0.27290, -0.24624], [-0.21498, 1.23233, -0.34767], [-0.36782, 0.57894, 0.95503], [-1.08500, -0.55118, 1.19656], [2.36115, 0.83137, 0.19229], [1.13798, -0.77227, -1.07516], [-0.56779, 1.29739, -1.54458], [1.04367, -0.41034, -1.98315], [-1.38309, 1.88930, -1.70351], [-0.04358, 1.18108, 1.79344], [-1.28094, -0.77944, 2.23700], [3.30438, 0.58980, -0.27519], [2.34206, 1.65317, 0.88766], [-1.62037, -1.10439, -0.81623], [-2.49703, -1.96794, 0.44943], [-0.83744, -2.39307, 0.10107]],
  "gap_ev": 7.64
}


Which structure wins on stability? b wins.